The following is a quantum chemistry calculation of C45H63N8O3P2RbS as an isolated structure, from the OMol25 dataset.

Results
Total charge: -2
Energy above the lowest of the compared OMol25 structures with the same formula, charge and spin in kJ/mol: 0.0

Atoms and positions in Å:
1 Rb -0.36193 -0.55587 0.37319
2 O -1.16953 0.66015 2.70816
3 C -0.58931 1.13007 3.74100
4 C -1.31698 1.83410 4.75334
5 C -0.69852 2.46768 5.80623
6 C 0.69287 2.44363 5.94707
7 C 1.42349 1.72642 5.01233
8 C 0.82365 1.02972 3.96619
9 C 1.72031 0.27268 3.06383
10 N 1.66359 -0.94460 2.70203
11 C 0.59272 -1.79176 3.21360
12 C 0.73711 -3.22307 2.70777
13 N 0.70748 -3.23367 1.25392
14 C 0.32163 -4.25033 0.61119
15 C -0.15958 -5.57075 1.11068
16 C 0.58465 -6.69839 0.77951
17 C 0.23412 -7.97275 1.20471
18 C -0.92110 -8.10816 1.97593
19 C -1.70351 -7.01825 2.28885
20 C -1.38168 -5.69254 1.86001
21 O -2.15034 -4.70196 2.09345
22 H -2.39304 1.89042 4.62333
23 H -1.30026 3.01100 6.52986
24 H 1.18450 2.96008 6.76208
25 H 2.50693 1.68785 5.09800
26 H 2.59202 0.82535 2.69725
27 H 0.59837 -1.78034 4.31020
28 H -0.38621 -1.40271 2.91613
29 H 1.71777 -3.60913 3.01079
30 H -0.04060 -3.85369 3.14641
31 H 0.38647 -4.15916 -0.47949
32 H 1.48171 -6.56493 0.17968
33 H 0.83976 -8.83176 0.94464
34 H -1.21886 -9.09309 2.32492
35 H -2.61139 -7.13509 2.87047
36 C -0.90109 4.73514 -2.67697
37 C -0.91975 3.22259 -2.88299
38 C -1.54731 2.84305 -4.22250
39 P -1.56093 2.15054 -1.49107
40 C -3.40568 2.44122 -1.36899
41 C -4.14130 1.38397 -2.19855
42 C -3.97148 3.83028 -1.65787
43 C -0.92134 3.01838 -0.02289
44 C -1.69338 3.67380 0.93455
45 C -1.14838 4.23185 2.07980
46 C -2.00204 4.94224 3.09674
47 C 0.22582 4.08202 2.27201
48 C 1.01820 3.43513 1.34793
49 C 0.47901 2.89065 0.15894
50 N 1.19043 2.16020 -0.75509
51 C 2.49181 2.44290 -1.00603
52 C 3.04493 3.75106 -0.93502
53 C 4.34665 4.01682 -1.30315
54 C 5.20120 3.01137 -1.75853
55 C 6.63923 3.29215 -2.11235
56 C 4.67325 1.72839 -1.83383
57 C 3.36616 1.41600 -1.47149
58 P 2.68353 -0.28288 -1.50929
59 C 4.20825 -1.33746 -1.18666
60 C 5.07781 -1.74905 -2.37547
61 C 3.78129 -2.57612 -0.39354
62 C 2.36893 -0.51942 -3.33049
63 C 1.43327 0.58152 -3.82776
64 C 1.73044 -1.88964 -3.56096
65 H -0.24294 5.19946 -3.41944
66 H -0.52442 4.99499 -1.68685
67 H -1.89109 5.17808 -2.79328
68 H 0.12158 2.88873 -2.88983
69 H -2.58528 3.18161 -4.28942
70 H -1.53454 1.76228 -4.37975
71 H -0.99821 3.30851 -5.04690
72 H -3.59819 2.20509 -0.31601
73 H -3.93341 1.50561 -3.26493
74 H -5.22459 1.46718 -2.05776
75 H -3.83812 0.37497 -1.91582
76 H -3.90598 4.06251 -2.72279
77 H -3.44807 4.61503 -1.11221
78 H -5.03122 3.87122 -1.38106
79 H -2.76786 3.74622 0.79890
80 H -3.06173 4.84123 2.85195
81 H -1.77257 6.01190 3.14086
82 H -1.84588 4.52717 4.09503
83 H 0.67301 4.44237 3.19453
84 H 2.07484 3.30025 1.54714
85 H 2.40620 4.55923 -0.59939
86 H 4.71425 5.03866 -1.24361
87 H 6.78621 4.35108 -2.33745
88 H 6.95669 2.71964 -2.98738
89 H 7.32141 3.03681 -1.29444
90 H 5.32655 0.93305 -2.17887
91 H 4.80985 -0.70969 -0.52184
92 H 4.53806 -2.42593 -3.04115
93 H 5.96355 -2.28521 -2.01857
94 H 5.41902 -0.90486 -2.97530
95 H 3.14414 -3.22951 -0.99690
96 H 3.20583 -2.30808 0.49380
97 H 4.65765 -3.15862 -0.08636
98 H 3.31369 -0.45138 -3.87971
99 H 0.50866 0.59285 -3.24441
100 H 1.17386 0.41314 -4.87834
101 H 1.89218 1.56718 -3.73484
102 H 0.75526 -1.94474 -3.07200
103 H 2.33779 -2.70798 -3.16887
104 H 1.56900 -2.07053 -4.62830
105 C -4.67618 -3.00527 1.97825
106 S -3.22306 -1.96110 1.88628
107 C -4.06041 -0.37893 1.99613
108 O -2.76170 -2.04756 0.45365
109 H -5.19676 -2.79907 2.91412
110 H -4.30941 -4.02932 1.95557
111 H -5.30373 -2.78534 1.11310
112 H -4.60977 -0.34278 2.93819
113 H -4.72801 -0.27667 1.13857
114 H -3.28019 0.38447 2.01175
115 N -2.84779 -4.74150 -0.75185
116 N -2.81784 -3.84267 -1.80432
117 N -3.88314 -3.18622 -2.20179
118 C -3.38818 -2.47549 -3.20905
119 N -2.09191 -2.72253 -3.42600
120 N -1.73624 -3.58962 -2.50548
121 H -2.06122 -5.36613 -0.90380
122 H -2.66985 -4.22914 0.12480
123 H -3.97370 -1.77856 -3.78233


The following is a quantum chemistry calculation of C45H66N2O3Si3TeTi as an isolated structure, from the OMol25 dataset.

Results
Total charge: -2
Multiplicity: 3
Energy above the lowest of the compared OMol25 structures with the same formula, charge and spin in kJ/mol: 0.0
<S²>: 2.01

Atoms and positions in Å:
1 Ti 1.25545 -0.27607 0.21765
2 C 2.03660 0.93628 2.80443
3 C 1.47609 1.90442 1.95857
4 C 2.29319 2.00950 0.80618
5 C 3.41018 1.15091 0.98715
6 C 3.21816 0.44244 2.19230
7 C 4.14710 -0.56363 2.81223
8 C 4.64611 1.19615 0.13887
9 C 2.12511 2.99982 -0.31057
10 C 0.30151 2.78484 2.25453
11 C 1.56429 0.57806 4.18056
12 H 4.35303 -0.32096 3.86088
13 H 5.10403 -0.60063 2.28956
14 H 3.74210 -1.57951 2.78978
15 H 5.08027 2.20342 0.15207
16 H 4.43492 0.93647 -0.89991
17 H 5.41298 0.51230 0.50891
18 H 2.70825 2.69834 -1.18311
19 H 2.44379 4.01267 -0.02698
20 H 1.08268 3.06647 -0.63686
21 H 0.62098 3.74474 2.68420
22 H -0.38494 2.32761 2.96803
23 H -0.27124 3.00261 1.34940
24 H 1.97985 1.25403 4.94063
25 H 1.86223 -0.43529 4.46003
26 H 0.47676 0.62904 4.26879
27 C -1.61636 0.53304 -4.80445
28 N -0.47746 0.28610 -3.95920
29 C 0.81576 0.47650 -4.49819
30 C 1.90993 0.31580 -3.63349
31 C 1.65079 0.11340 -2.30204
32 O 2.52592 -0.11164 -1.34558
33 N 0.36242 0.11956 -1.77754
34 C -0.69526 0.22189 -2.58675
35 O -1.87565 0.26822 -2.16719
36 H -1.30460 0.41168 -5.84265
37 H -2.01768 1.54459 -4.67051
38 H -2.41408 -0.17406 -4.58638
39 H 0.87902 0.54534 -5.57230
40 H 2.92896 0.33056 -3.99392
41 C 0.96334 -5.16151 -4.06582
42 C 0.86985 -5.88245 -2.88430
43 C 1.11744 -5.26282 -1.66356
44 C 1.46062 -3.91044 -1.57559
45 C 1.56802 -3.21481 -2.78596
46 C 1.32171 -3.82067 -4.00993
47 Si 1.89451 -2.94495 0.04330
48 C 3.79226 -3.30549 0.02993
49 C 4.70580 -2.28068 -0.21345
50 C 6.07499 -2.52117 -0.27722
51 C 6.56613 -3.80543 -0.09723
52 C 5.67518 -4.84775 0.13678
53 C 4.31188 -4.59499 0.19347
54 C 1.32321 -4.16258 1.42330
55 C 2.06147 -4.28543 2.60693
56 C 1.62172 -5.05141 3.67769
57 C 0.41845 -5.74101 3.59640
58 C -0.33580 -5.64179 2.43557
59 C 0.10987 -4.85854 1.37789
60 H 0.75967 -5.63846 -5.01846
61 H 0.60333 -6.93444 -2.90862
62 H 1.05442 -5.86345 -0.76309
63 H 1.84831 -2.16983 -2.77692
64 H 1.39961 -3.23268 -4.91774
65 H 4.33008 -1.27911 -0.37346
66 H 6.75580 -1.69819 -0.46849
67 H 7.63278 -3.99760 -0.14323
68 H 6.04567 -5.85894 0.27101
69 H 3.63121 -5.42213 0.37197
70 H 3.00889 -3.76305 2.69425
71 H 2.22107 -5.10998 4.57999
72 H 0.07075 -6.34152 4.42943
73 H -1.28400 -6.16287 2.35703
74 H -0.51681 -4.77806 0.49663
75 C -2.22537 -1.90937 1.11155
76 C -1.31641 -1.04715 1.99362
77 C -0.79533 -1.87405 3.18289
78 C -2.11443 0.15713 2.50244
79 O -0.26338 -0.59341 1.20507
80 H -3.00574 -2.40021 1.70298
81 H -1.62185 -2.67131 0.61905
82 H -2.68935 -1.29536 0.33671
83 H -1.41127 -1.71535 4.07373
84 H 0.22340 -1.57020 3.40916
85 H -0.78582 -2.94075 2.96073
86 H -3.06823 -0.16830 2.92946
87 H -2.30131 0.84572 1.67592
88 H -1.55697 0.68715 3.27632
89 C -6.77231 0.54913 -0.62985
90 Si -5.41091 1.70902 -1.23384
91 C -5.09547 1.37096 -3.04211
92 C -6.03911 3.47138 -1.02326
93 C -3.87799 1.41612 -0.22330
94 Te -2.21427 2.63875 -0.79378
95 C -2.76425 4.21522 0.59823
96 Si -2.16166 5.88048 0.03105
97 C -3.19095 6.47597 -1.42463
98 C -0.36163 5.80807 -0.47932
99 C -2.33421 7.14535 1.42050
100 H -7.68484 0.65889 -1.22232
101 H -7.02192 0.74695 0.41589
102 H -6.44612 -0.49120 -0.70195
103 H -6.03108 1.31101 -3.60529
104 H -4.54558 0.43475 -3.15032
105 H -4.47354 2.15566 -3.47566
106 H -6.96556 3.62169 -1.58458
107 H -5.29887 4.18622 -1.39000
108 H -6.24200 3.70128 0.02626
109 H -3.50708 0.40149 -0.37652
110 H -4.04153 1.57291 0.84507
111 H -2.35037 3.95415 1.57561
112 H -3.85403 4.22875 0.67977
113 H -3.22115 5.70876 -2.20157
114 H -2.76281 7.38362 -1.85825
115 H -4.21853 6.69584 -1.12349
116 H -0.20718 5.09961 -1.29719
117 H 0.27616 5.48705 0.34791
118 H -0.01472 6.78817 -0.81829
119 H -3.36083 7.18039 1.79381
120 H -2.06490 8.14833 1.07765
121 H -1.68125 6.88988 2.25850


The following is a quantum chemistry calculation of C45H67GeMnN5P3 as an isolated structure, from the OMol25 dataset.

Results
Total charge: +3
Multiplicity: 6
Energy above the lowest of the compared OMol25 structures with the same formula, charge and spin in kJ/mol: 22.5
<S²>: 9.24

Atoms and positions in Å:
1 Mn 0.71011 -0.76435 0.57753
2 C 3.67052 0.86776 -3.17638
3 C 3.52941 -0.11634 -2.01903
4 C 4.09161 0.48908 -0.73834
5 P 1.83422 -0.85037 -1.79664
6 C 0.60121 0.01748 -2.88503
7 N -0.09567 1.13781 -2.29615
8 Ge -1.04085 0.89320 -0.48772
9 N -2.52081 -0.10001 -0.99041
10 C -2.66081 -1.50211 -0.69391
11 P -1.58542 -2.04990 0.68847
12 C -2.58987 -1.77890 2.21013
13 C -3.41978 -0.49591 2.17074
14 C -1.68960 -1.83271 3.43804
15 C -1.64173 -3.87327 0.38719
16 C -0.74444 -4.28180 -0.77603
17 C -1.38200 -4.72731 1.62267
18 C -3.23697 0.40977 -2.07494
19 C -4.11969 -0.32715 -2.86287
20 C -4.76361 0.27975 -3.93160
21 C -4.53306 1.61034 -4.24819
22 C -3.65853 2.35365 -3.47023
23 C -3.04015 1.75625 -2.38643
24 N -2.13259 2.48897 -1.49305
25 C -1.16733 3.20562 -2.27139
26 C -1.19785 4.54740 -2.54562
27 C -0.31044 5.05500 -3.49546
28 C 0.56996 4.20721 -4.18873
29 C 0.64418 2.87304 -3.89025
30 C -0.16897 2.34671 -2.84973
31 C -2.80146 3.23108 -0.43510
32 C -3.85017 4.10272 -0.65884
33 C -4.43337 4.75681 0.41630
34 C -3.97369 4.50882 1.70020
35 C -2.94031 3.61042 1.92812
36 C -2.33519 2.96679 0.85282
37 N -1.29984 2.02699 0.97600
38 C -0.58031 1.98150 2.23043
39 P 1.13872 1.39917 1.97577
40 C 1.83194 1.23814 3.68376
41 C 3.34221 0.99519 3.64084
42 C 1.10827 0.22609 4.56646
43 C 2.03269 2.88198 1.31994
44 C 2.06545 4.06271 2.29566
45 C 1.49690 3.33606 -0.03265
46 C 1.95855 -2.49280 -2.64435
47 C 3.21318 -3.24491 -2.18242
48 C 1.93174 -2.41564 -4.17293
49 H 4.72499 1.10439 -3.32138
50 H 3.15916 1.80514 -2.95099
51 H 3.29676 0.47215 -4.12154
52 H 4.12923 -0.99875 -2.25470
53 H 3.64738 1.46152 -0.55266
54 H 5.16707 0.63599 -0.84334
55 H 3.93190 -0.14004 0.14212
56 H -0.16056 -0.74693 -3.09135
57 H 1.03876 0.27976 -3.84629
58 H -2.42820 -2.13323 -1.56071
59 H -3.69238 -1.73559 -0.40621
60 H -3.27551 -2.63405 2.22329
61 H -2.82088 0.38119 1.91409
62 H -3.85688 -0.32759 3.15532
63 H -4.24033 -0.55668 1.45704
64 H -0.98552 -0.99518 3.42815
65 H -1.11563 -2.75717 3.49998
66 H -2.29037 -1.74647 4.34396
67 H -2.68923 -4.01858 0.09015
68 H 0.30074 -4.29868 -0.46161
69 H -0.84466 -3.62317 -1.64149
70 H -1.00719 -5.28746 -1.10512
71 H -0.40277 -4.53128 2.05280
72 H -1.40719 -5.77808 1.33187
73 H -2.14110 -4.58725 2.39112
74 H -4.32107 -1.36715 -2.64951
75 H -5.45228 -0.30287 -4.52821
76 H -5.03293 2.06827 -5.08948
77 H -3.46143 3.39005 -3.71324
78 H -1.92289 5.19471 -2.07118
79 H -0.33430 6.10909 -3.73696
80 H 1.20165 4.62301 -4.96187
81 H 1.34184 2.24310 -4.41907
82 H -4.22773 4.26160 -1.66019
83 H -5.25200 5.44272 0.25238
84 H -4.43557 5.00566 2.54252
85 H -2.63268 3.40590 2.94432
86 H -1.07037 1.33871 2.97358
87 H -0.53944 2.98503 2.66399
88 H 1.66198 2.22526 4.12451
89 H 3.60697 0.07814 3.10665
90 H 3.72057 0.89275 4.65779
91 H 3.88616 1.81575 3.17499
92 H 1.15028 -0.79040 4.17052
93 H 0.05996 0.47839 4.72096
94 H 1.58346 0.20652 5.54755
95 H 3.05738 2.52460 1.19941
96 H 1.06495 4.39981 2.57018
97 H 2.55977 4.90401 1.80889
98 H 2.62411 3.85010 3.20494
99 H 0.51212 3.79342 0.07473
100 H 1.42728 2.51231 -0.74267
101 H 2.16435 4.08803 -0.45790
102 H 1.07775 -3.03860 -2.30070
103 H 4.07481 -2.98187 -2.79609
104 H 3.05906 -4.31783 -2.29980
105 H 3.48370 -3.05479 -1.14085
106 H 2.76491 -1.82199 -4.55536
107 H 1.00120 -2.01572 -4.57361
108 H 2.04635 -3.42193 -4.57763
109 N 2.13904 -1.98695 1.74574
110 C 1.96052 -3.36412 2.20437
111 C 2.16205 -4.41965 1.32993
112 C 2.04453 -5.72351 1.79261
113 C 1.72566 -5.96994 3.11991
114 C 1.52787 -4.90656 3.98901
115 C 1.64682 -3.59985 3.53458
116 H 2.31164 -1.42522 2.57818
117 H 3.01726 -1.94118 1.22860
118 H 2.43392 -4.23662 0.29776
119 H 2.21880 -6.54861 1.11521
120 H 1.64565 -6.98580 3.48105
121 H 1.29879 -5.09113 5.02988
122 H 1.52558 -2.77857 4.23041


Number 1: E -3521.31687 Eh. Number 2: E -4075.72114 Eh. Number 3: E -6279.91186 Eh.